# 1
C4H6N2S as an isolated structure, computed with ωB97M-V/def2-TZVPD.

The total energy comes out at -18058.3716 eV. Its total charge is 0. Its energy above the lowest of the compared OMol25 structures with the same formula, charge and spin is 251.0 kJ/mol. The multiplicity is 1.

Each line ends with the natural charge from an NBO analysis.
Cartesian coordinates (Å):
C -0.97 -0.15 -0.26  0.276
C -0.63 1.19 -0.12  -0.324
C 0.81 1.28 -0.05  -0.274
C 1.34 0.09 -0.10  -0.056
H -2.60 -0.79 1.13  0.395
H -2.84 -0.93 -0.91  0.408
H -1.38 2.01 0.03  0.225
H 1.50 2.17 -0.13  0.232
H 3.30 -1.03 1.03  0.137
H 0.35 -1.76 -0.23  0.402
N -2.13 -0.88 -0.08  -0.895
N 0.20 -0.83 -0.14  -0.515
S 3.06 -0.39 -0.18  -0.010

=====

# 2
One molecule with the formula C4H6N2S2, computed with ωB97M-V/def2-TZVPD.

The total energy comes out at -28894.0426 eV. The SMILES is CNSc1nccs1. Its total charge is 0. Its energy above the lowest of the compared OMol25 structures with the same formula, charge and spin is 209.2 kJ/mol. The multiplicity is 1.

Each line ends with the natural charge from an NBO analysis.
Cartesian coordinates (Å):
C 1.02 2.53 0.55  -0.414
N -0.23 1.83 1.00  -0.783
S -0.35 0.40 1.90  0.424
C -0.18 -0.91 0.44  -0.032
N -0.64 -0.66 -0.72  -0.490
C -0.70 -1.82 -1.36  -0.052
C -0.39 -2.97 -0.71  -0.446
S -0.02 -2.64 0.94  0.375
H 1.39 2.15 -0.37  0.188
H 0.94 3.68 0.23  0.198
H 1.69 2.47 1.39  0.207
H -0.86 1.71 0.22  0.382
H -1.15 -1.87 -2.34  0.205
H -0.52 -3.90 -1.18  0.240

=====

# 3
An isolated ion of composition C4H6N3 and charge +1, computed with ωB97M-V/def2-TZVPD.

The total energy comes out at -8705.1631 eV. The SMILES is C/C=N\C=C/[N+]#N. Its total charge is +1. Its energy above the lowest of the compared OMol25 structures with the same formula, charge and spin is 322.4 kJ/mol. The multiplicity is 1.

Each line ends with the natural charge from an NBO analysis.
Cartesian coordinates (Å):
C -1.19 0.92 0.22  -0.686
C -0.47 0.21 -0.83  0.254
N 0.52 -0.54 -0.62  -0.318
C 1.42 -1.05 0.11  0.175
C 2.79 -0.74 0.16  -0.314
N 3.40 0.37 -0.03  0.124
N 4.08 1.22 -0.19  0.229
H -2.32 0.88 0.09  0.274
H -0.89 0.58 1.15  0.232
H -1.00 2.04 0.01  0.276
H -1.14 0.28 -1.67  0.239
H 1.37 -2.06 0.29  0.240
H 3.39 -1.50 0.62  0.275

=====

# 4
An isolated ion of composition C4H6N3 and charge +1, computed with ωB97M-V/def2-TZVPD.

The total energy comes out at -8703.1118 eV. The SMILES is C[C@H]1C=[N+]=CN=N1. Its total charge is +1. Its energy above the lowest of the compared OMol25 structures with the same formula, charge and spin is 520.3 kJ/mol. The multiplicity is 1.

Each line ends with the natural charge from an NBO analysis.
Cartesian coordinates (Å):
C -0.07 1.85 -0.40  -0.653
C -0.09 0.35 -0.59  -0.177
C 1.08 -0.65 -0.09  0.187
N 0.88 -1.61 0.65  -0.305
C -0.31 -1.96 1.14  0.200
N -1.25 -1.18 0.71  -0.014
N -1.14 -0.12 0.19  0.085
H -0.36 2.44 -1.35  0.262
H 0.86 2.32 -0.07  0.265
H -0.88 2.13 0.38  0.264
H -0.24 0.13 -1.74  0.325
H 2.03 -0.92 -0.70  0.289
H -0.49 -2.80 1.86  0.272

=====

# 5
An isolated ion of composition C4H6N3 and charge +1, computed with ωB97M-V/def2-TZVPD.

The total energy comes out at -8702.2970 eV. Its total charge is +1. Its energy above the lowest of the compared OMol25 structures with the same formula, charge and spin is 131.9 kJ/mol. The multiplicity is 3.

Each line ends with the Mulliken spin population.
Cartesian coordinates (Å):
C 0.50 -0.68 -0.03  0.451
C 0.57 0.83 -0.01  0.345
C -0.59 -1.66 0.02  0.027
C -0.67 1.69 -0.02  -0.001
N 1.81 -1.04 0.10  0.197
N 2.48 -0.01 -0.10  0.816
N 1.84 1.10 0.03  0.030
H -1.32 -1.64 -0.88  0.051
H -1.27 -1.52 0.80  0.037
H -0.06 -2.58 0.10  -0.001
H -1.23 1.49 0.88  0.024
H -1.42 1.33 -0.89  0.019
H -0.64 2.70 0.01  0.006

=====

# 6
A 2-piece molecular cluster, C4H6N3 overall, computed with ωB97M-V/def2-TZVPD.

The total energy comes out at -8701.7139 eV. Its total charge is +1. Its energy above the lowest of the compared OMol25 structures with the same formula, charge and spin is 188.1 kJ/mol. The multiplicity is 3.

Each line ends with the Mulliken spin population.
Cartesian coordinates (Å):
C -0.70 -1.95 -0.14  0.006
C -1.45 2.76 -0.17  0.647
C 3.27 -0.61 0.48  -0.003
C -0.72 0.53 -0.11  -0.029
N -0.41 -0.59 0.16  0.597
N -0.72 1.77 0.13  0.529
N 2.14 -0.77 0.56  0.032
H -0.48 -2.48 0.75  0.009
H -0.05 -2.50 -0.91  0.017
H -2.26 2.59 -0.77  0.076
H -1.25 3.68 0.23  0.070
H -1.75 -1.93 -0.61  0.049
H 4.38 -0.50 0.41  0.001